# C3H9N2

2 unconnected molecules or ions with the total composition C3H9N2 at a distorted geometry (wB97M-V/def2-TZVPD, the Open Molecules 2025 dataset).

Output
Net charge   +1
Kohn-Sham gap   11.39 eV
Energy above the lowest of the compared OMol25 structures with the same formula, charge and spin   48.6 kcal per mole
Highest occupied orbital energy   -14.859 eV

Geometry as XYZ:
```
14
C3H9N2 wB97M-V/def2-TZVPD
H 2.202 -2.605 1.045
H -1.824 2.134 -0.522
H -0.492 2.373 -2.508
H -1.468 0.387 0.983
C -1.024 1.437 -0.733
N -1.043 0.223 0.072
C 1.290 -2.020 1.172
H -1.594 -0.529 -0.346
N 1.208 -0.791 1.458
C -0.253 1.613 -1.789
H -0.097 -0.162 0.322
H 2.086 -0.423 1.836
H 0.599 0.960 -1.866
H 0.409 -2.597 0.879
```


# C5H8NO

A gas-phase ion, C5H8NO (charge +1) at a distorted geometry (wB97M-V/def2-TZVPD, the Open Molecules 2025 dataset).

Output
Net charge   +1
Kohn-Sham gap   8.15 eV
Energy above the lowest of the compared OMol25 structures with the same formula, charge and spin   135.6 kcal per mole
Highest occupied orbital energy   -15.154 eV

Geometry as XYZ:
```
15
C5H8NO wB97M-V/def2-TZVPD
C 0.580 0.988 -0.604
H 1.525 2.445 -2.004
H 0.394 -0.872 0.380
O 1.588 -0.760 -2.183
C -1.274 0.132 0.861
H -1.465 1.182 1.247
H 2.062 -1.181 -2.950
C -1.059 -0.814 2.016
N 1.788 0.605 -2.378
H -0.197 -0.608 2.594
C -0.118 0.131 0.028
H -0.961 -1.709 1.595
C 1.264 1.493 -1.623
H -1.958 -0.884 2.757
H -2.171 -0.150 0.263
```


# C42H56N7Si4Ti

A molecular structure, C42H56N7Si4Ti at a distorted geometry (wB97M-V/def2-TZVPD, the Open Molecules 2025 dataset).

Output
Net charge   +2
Kohn-Sham gap (spin up / spin down)   6.43 / 6.24 eV
Energy above the lowest of the compared OMol25 structures with the same formula, charge and spin   0.0 kcal per mole
2S+1   2
Highest occupied orbital energy (spin up / spin down)   -12.129 / -11.972 eV

Geometry as XYZ:
```
110
C42H56N7Si4Ti wB97M-V/def2-TZVPD
C 1.313 2.362 -1.050
H 0.731 -4.885 0.179
H -0.005 4.398 -2.363
N 1.696 1.382 -0.229
C 0.988 0.632 4.203
H -2.719 2.130 -1.767
N 1.118 2.269 2.423
C 4.697 0.133 1.442
H 4.279 -2.523 3.476
C -4.436 -0.008 0.994
H -3.098 -1.054 -4.441
H 5.005 1.621 -0.674
H 1.999 -2.224 2.651
H -2.050 5.532 -1.549
H 2.475 2.469 5.489
H -5.799 0.081 2.651
C 0.111 -4.621 2.234
H 0.469 -2.504 -0.345
H 3.165 -3.121 -2.674
C -1.334 0.895 3.677
H -0.626 -4.197 -2.589
C -0.267 -2.330 2.804
H 3.265 4.655 4.593
H 1.798 -2.583 -5.023
H -1.708 -3.475 -3.796
Si 1.302 -1.565 -2.875
H -1.490 -1.125 -5.160
H 0.719 0.746 5.260
C -3.754 0.373 3.245
C -2.322 4.138 0.059
C -1.841 2.957 0.618
H 4.266 3.248 -2.394
C -1.687 4.643 -1.048
C 0.422 -4.195 0.953
Si -1.538 0.575 -3.349
H -1.812 -4.237 0.146
C 3.549 2.746 -1.756
H 0.134 -2.978 -4.587
C -3.101 0.038 0.631
C -0.246 -3.669 3.169
C 3.959 1.844 -0.809
C -0.405 -1.297 3.884
C 2.280 -2.934 -2.055
H 5.441 0.829 1.086
C 2.565 -0.230 -3.197
Ti 0.126 0.364 0.859
H -3.193 4.611 0.492
C -0.272 1.658 -4.199
C -0.541 3.998 -1.515
C 3.388 0.199 0.999
C 0.879 -2.187 -4.574
H -0.456 -3.944 4.195
Si -2.100 -2.456 -1.583
C -2.420 -3.335 0.051
H 1.808 -0.086 4.167
C 4.064 -1.715 2.789
H 2.578 5.299 2.262
H -2.559 0.230 -5.523
H -3.964 -0.861 -2.339
C 0.292 -2.858 0.655
C 2.291 4.349 2.694
H 3.279 -0.143 -2.377
H 3.126 -0.534 -4.087
N -0.046 -1.918 1.555
C -1.638 -3.815 -2.760
H 1.721 -3.874 -1.998
C -0.095 2.884 -0.850
C 2.998 1.176 -0.052
H 0.533 -1.376 -5.221
H -5.189 -0.154 0.231
H -3.467 -3.651 0.019
C -3.838 -1.906 -2.071
C 2.194 3.032 -1.866
H 6.060 -0.916 2.727
C -2.453 0.447 2.795
H -3.866 1.147 -2.654
C -2.236 -0.455 -4.730
H -2.282 -2.741 0.957
C 1.526 3.465 1.966
H -2.338 -4.650 -2.639
N -0.131 0.081 3.438
C 2.233 2.779 4.479
H -4.527 -2.135 -1.256
C -2.920 1.685 -2.739
N -0.765 2.324 0.156
C 2.771 -1.549 2.319
N -2.113 0.232 1.512
H -2.799 -0.053 -0.402
C -4.767 0.134 2.327
Si -0.545 -0.722 -1.650
H -0.774 2.282 -4.948
C 2.666 3.990 3.983
N 2.408 -0.586 1.463
H -4.162 -2.496 -2.935
C 5.042 -0.841 2.365
H -3.968 0.534 4.295
H 0.160 -5.669 2.503
C 1.463 1.951 3.671
H 2.135 0.752 -3.395
H 2.633 -2.680 -1.051
H -2.348 2.505 1.453
H 1.217 3.735 0.966
H 0.282 2.316 -3.532
H -1.398 -1.361 4.334
H 1.850 3.797 -2.544
H -1.092 1.933 3.446
H -3.086 2.498 -3.457
H 0.293 -1.558 4.680
H -1.638 0.859 4.728
H 0.460 1.039 -4.725
```


| no. | electronic energy (eV) |
| --- | --- |
| 1 | -6228.9417 |
| 2 | -8838.8802 |
| 3 | -109512.8236 |